[1]
C14H13FN2O4 | ωB97M-V/def2-TZVPD

ORCA input file:
```
! wB97M-V def2-TZVPD RIJCOSX def2/J DEFGRID3
* xyz 0 1
C -3.56 -2.37 1.41
O -4.73 -1.96 0.75
C -4.72 -0.64 0.29
C -3.79 -0.38 -0.92
N -2.54 0.28 -0.54
C -2.64 1.61 -0.23
O -3.68 2.23 -0.26
N -1.46 2.21 0.14
C -0.19 1.67 0.22
O 0.71 2.37 0.63
C -0.11 0.27 -0.20
C 1.00 -0.52 -0.33
C 2.42 -0.38 -0.14
C 3.09 0.77 0.30
C 4.46 0.79 0.43
C 5.19 -0.35 0.11
F 6.52 -0.33 0.24
C 4.57 -1.51 -0.33
C 3.19 -1.52 -0.45
C -1.36 -0.44 -0.57
O -1.37 -1.61 -0.89
H -3.78 -3.35 1.84
H -3.29 -1.67 2.21
H -2.71 -2.47 0.72
H -4.47 0.05 1.10
H -5.75 -0.44 -0.02
H -3.54 -1.33 -1.39
H -4.30 0.27 -1.63
H -1.53 3.19 0.41
H 0.73 -1.52 -0.66
H 2.52 1.65 0.55
H 4.98 1.67 0.77
H 5.16 -2.38 -0.56
H 2.70 -2.41 -0.80
*
```

Calculated total energy   -28617.393 eV
SMILES   COCCN1C(=O)NC(=O)/C(=C\c2ccc(F)cc2)C1=O
ΔE to the lowest compared entry with this formula, charge and spin   0.0 kcal/mol
Orbital gap   8.163 eV

Atom charges from the Löwdin analysis, given in e for atoms 1 to 8: C -0.10; O -0.18; C -0.19; C -0.08; N 0.07; C -0.47; O 0.12; N 0.21

[2]
C14H13N3O2S | ωB97M-V/def2-TZVPD

ORCA input file:
```
! wB97M-V def2-TZVPD RIJCOSX def2/J DEFGRID3
* xyz 0 1
N -0.56 -1.17 0.79
C 0.71 -0.82 0.48
N 1.34 0.27 0.72
O 0.79 1.38 1.37
C -0.03 1.36 2.41
O -0.43 0.38 3.00
C -0.45 2.77 2.73
S -2.14 2.99 2.05
C -1.95 2.22 0.45
C -2.78 1.16 0.12
C -2.62 0.51 -1.09
C -1.62 0.91 -1.96
C -0.80 1.98 -1.63
C -0.97 2.65 -0.43
C 1.48 -1.77 -0.34
C 0.86 -2.56 -1.31
C 1.64 -3.43 -2.05
N 2.94 -3.56 -1.89
C 3.54 -2.81 -0.98
C 2.86 -1.90 -0.19
H -0.81 -2.14 0.65
H -1.00 -0.73 1.59
H 0.23 3.49 2.28
H -0.54 2.92 3.80
H -3.54 0.85 0.82
H -3.26 -0.32 -1.34
H -1.48 0.39 -2.90
H -0.03 2.30 -2.31
H -0.34 3.48 -0.18
H -0.20 -2.48 -1.49
H 1.19 -4.06 -2.81
H 4.61 -2.95 -0.89
H 3.38 -1.29 0.54
*
```

Calculated total energy   -34128.166 eV
SMILES   N/C(=N\OC(=O)CSc1ccccc1)c1ccncc1
ΔE to the lowest compared entry with this formula, charge and spin   51.5 kcal/mol
Orbital gap   9.246 eV

Atom charges from the Löwdin analysis, given in e for atoms 1 to 8: N 0.19; C -0.35; N 0.14; O -0.01; C -0.57; O 0.08; C -0.33; S 0.95

[3]
C14H13N7O3S | ωB97M-V/def2-TZVPD

ORCA input file:
```
! wB97M-V def2-TZVPD RIJCOSX def2/J DEFGRID3
* xyz 0 1
N -5.18 -1.55 -3.58
N -4.57 -1.04 -2.36
C -3.28 -0.49 -2.31
O -2.72 -0.36 -3.38
C -2.62 -0.28 -1.00
N -3.33 -0.28 0.18
N -2.48 -0.02 1.11
N -1.24 0.16 0.56
C -0.09 0.39 1.37
C -0.33 0.58 2.75
C 0.68 0.78 3.64
C 2.04 0.76 3.19
S 3.45 0.95 4.37
N 3.81 -0.61 4.77
O 4.67 1.49 3.76
O 3.09 1.59 5.63
C 2.31 0.54 1.82
C 1.25 0.40 0.93
C -1.29 -0.06 -0.77
C -0.26 -0.07 -1.79
C 0.01 1.12 -2.45
C 0.96 1.14 -3.49
C 1.54 -0.09 -3.81
C 1.23 -1.22 -3.11
N 0.33 -1.21 -2.08
H -4.76 -1.18 -4.43
H -5.12 -2.60 -3.60
H -5.02 -1.22 -1.45
H -1.33 0.59 3.15
H 0.49 0.91 4.70
H 4.79 -0.69 4.61
H 3.60 -0.74 5.75
H 3.31 0.49 1.48
H 1.50 0.14 -0.05
H -0.55 1.97 -2.12
H 1.23 2.04 -4.02
H 2.25 -0.12 -4.62
H 1.62 -2.21 -3.36
*
```

Calculated total energy   -42134.847 eV
SMILES   NNC(=O)c1nnn(-c2ccc(S(N)(=O)=O)cc2)c1-c1ccccn1
Orbital gap   8.626 eV

Atom charges from the Löwdin analysis, given in e for atoms 1 to 8: N 0.02; N -0.02; C -0.41; O 0.05; C -0.14; N 0.09; N 0.06; N 0.01

[4]
C14H14AlBrF6IN3O4S2 | ωB97M-V/def2-TZVPD

ORCA input file:
```
! wB97M-V def2-TZVPD RIJCOSX def2/J DEFGRID3
* xyz 2 1
Al 0.26 0.66 -0.77
F 3.05 1.82 0.52
C 3.83 1.40 -0.48
F 4.10 0.12 -0.32
F 4.92 2.11 -0.54
S 2.80 1.59 -2.02
O 1.74 0.54 -1.73
O 3.56 1.33 -3.18
N 2.15 2.99 -1.96
S 1.02 3.54 -1.03
O 0.09 2.39 -0.64
O 1.39 4.36 0.05
C -0.06 4.43 -2.26
F -0.47 3.52 -3.13
F 0.66 5.35 -2.86
F -1.07 4.95 -1.62
Br -4.04 0.15 -0.09
C -4.36 0.32 -1.93
C -5.63 0.64 -2.39
C -5.87 0.77 -3.75
C -4.84 0.60 -4.68
C -3.56 0.28 -4.25
C -3.38 0.15 -2.89
I -1.42 -0.55 -2.31
H -6.43 0.78 -1.67
H -6.86 1.02 -4.09
H -5.03 0.70 -5.74
H -2.76 0.14 -4.96
N 0.52 -0.26 0.78
C 0.66 -1.09 1.59
N 0.79 -1.96 2.50
C 1.41 -3.29 2.19
C 2.67 -3.50 3.03
C 2.56 -2.78 4.39
C 1.10 -2.68 4.84
C 0.33 -1.75 3.92
H 1.62 -3.34 1.12
H 0.65 -4.04 2.42
H 3.55 -3.15 2.49
H 2.78 -4.57 3.17
H 2.98 -1.77 4.32
H 3.15 -3.32 5.13
H 1.03 -2.29 5.85
H 0.65 -3.67 4.85
H 0.52 -0.71 4.18
H -0.74 -1.93 3.96
*
```

Calculated total energy   -150106.889 eV
ΔE to the lowest compared entry with this formula, charge and spin   4.8 kcal/mol
Orbital gap   8.010 eV

Atom charges from the Löwdin analysis, given in e for atoms 1 to 8: Al -0.16; F 0.14; C -0.67; F 0.19; F 0.23; S 0.77; O -0.26; O -0.14

[5]
C14H14AsCl3F6GeIN2O9P2Sr | ωB97M-V/def2-TZVPD

ORCA input file:
```
! wB97M-V def2-TZVPD RIJCOSX def2/J DEFGRID3
* xyz -1 1
Sr 0.36 0.24 -0.34
C 0.66 -4.40 -0.79
C 1.23 -4.18 0.58
N 1.64 -5.23 1.28
C 2.06 -5.05 2.53
C 2.06 -3.83 3.18
C 2.63 -3.73 4.57
O 4.06 -3.66 4.55
C 1.64 -2.71 2.45
C 1.64 -1.32 3.00
N 1.09 -0.79 4.01
C 0.02 -1.26 4.78
C 0.21 -1.36 6.16
C -0.84 -1.65 7.01
C -2.12 -1.82 6.51
C -2.33 -1.71 5.15
C -1.28 -1.43 4.29
I -1.60 -1.42 2.24
C 1.26 -2.86 1.10
O 0.74 -1.86 0.45
H 0.96 -5.38 -1.16
H 0.98 -3.62 -1.48
H -0.43 -4.36 -0.75
H 2.42 -5.93 3.05
H 2.39 -4.63 5.13
H 2.22 -2.88 5.11
H 4.32 -3.02 3.88
H 2.30 -0.65 2.45
H 1.21 -1.20 6.56
H -0.66 -1.73 8.08
H -2.95 -2.04 7.17
H -3.32 -1.84 4.73
O 2.86 2.67 -0.14
P 1.62 2.97 -0.91
O 1.38 4.20 -1.64
O 1.32 1.58 -1.87
O 0.34 2.62 0.23
P -1.16 2.69 -0.37
O -1.90 3.61 0.66
O -1.07 3.21 -1.82
O -1.73 1.30 -0.43
H 2.91 1.29 0.30
H -2.84 3.72 0.47
F 2.59 0.37 0.55
As 2.90 0.63 -3.05
F 3.22 2.23 -3.54
F 1.67 0.43 -4.23
F 4.06 -0.11 -4.04
F 2.33 -0.81 -2.26
F 3.99 0.80 -1.76
Cl -0.67 -0.46 -2.75
Ge -0.61 1.76 -2.99
Cl 0.22 2.98 -4.50
Cl -2.70 1.77 -3.68
*
```

Calculated total energy   -234911.949 eV
ΔE to the lowest compared entry with this formula, charge and spin   104.8 kcal/mol
Orbital gap   6.094 eV

Atom charges from the Löwdin analysis, given in e for atoms 1 to 8: Sr 1.35; C -0.03; C -0.27; N 0.10; C -0.12; C -0.16; C -0.20; O -0.06

[6]
C14H14F13N5O4PS2 | ωB97M-V/def2-TZVPD

ORCA input file:
```
! wB97M-V def2-TZVPD RIJCOSX def2/J DEFGRID3
* xyz 1 1
C 2.60 -2.98 1.85
C 2.12 -1.73 1.87
C 2.36 -0.74 0.84
N 2.32 -0.93 -0.46
C 1.99 -2.16 -1.21
C 0.88 -1.84 -2.23
C -0.46 -2.49 -1.90
F -0.29 -3.81 -1.62
F -1.23 -2.41 -3.00
C -1.19 -1.81 -0.73
F -1.34 -0.51 -1.04
F -0.38 -1.84 0.36
C -2.55 -2.47 -0.32
F -3.14 -3.10 -1.33
F -2.20 -3.44 0.57
C -3.50 -1.52 0.48
F -4.18 -2.27 1.35
F -2.78 -0.66 1.21
S -4.79 -0.58 -0.55
F -3.86 -0.66 -1.83
F -4.11 0.82 -0.18
F -5.70 -0.43 0.73
F -5.49 -1.94 -0.90
F -5.85 0.19 -1.41
N 2.62 0.21 -1.13
C 2.80 1.13 -0.25
C 3.10 2.54 -0.60
C 1.87 3.42 -0.24
S 0.92 3.81 -1.73
C -0.65 3.97 -0.99
N -0.86 4.64 0.10
N -2.21 4.50 0.39
C -2.69 3.76 -0.54
O -1.78 3.38 -1.45
N 2.65 0.57 1.03
P 2.86 1.50 2.48
O 3.77 2.59 2.23
O 1.40 2.01 2.88
O 3.34 0.51 3.61
H 1.99 -3.77 2.29
H 3.58 -3.27 1.50
H 1.49 -1.43 2.71
H 1.71 -2.88 -0.47
H 2.89 -2.44 -1.76
H 1.16 -2.27 -3.19
H 0.69 -0.78 -2.35
H 4.00 2.90 -0.13
H 3.19 2.53 -1.69
H 2.15 4.30 0.33
H 1.20 2.86 0.40
H -3.73 3.46 -0.57
H 0.70 1.45 2.52
H 2.58 0.12 4.07
*
```

Calculated total energy   -96664.682 eV
SMILES   C=Cc1n(CCC(F)(F)C(F)(F)C(F)(F)C(F)(F)S(F)(F)(F)(F)F)nc(CCSc2nnco2)[n+]1P(=O)(O)O
Orbital gap   7.342 eV

Atom charges from the Löwdin analysis, given in e for atoms 1 to 8: C 0.10; C -0.09; C -0.20; N -0.02; C -0.04; C -0.02; C -0.45; F 0.14

Computed lowest unoccupied orbital energy, in the same sequence as the records: -1.15 0.46 -0.36 -7.01 0.78 -4.57 eV.
Computed HOMO, in the same sequence as the records: -9.31 -8.78 -8.98 -15.02 -5.31 -11.92 eV.